Record 1
Entry from OMol25: C30H48As2O11PtS6SeSi as an isolated structure at a distorted geometry (the ωB97M-V functional and the def2-TZVPD basis).

Computed properties:
LUMO (spin up / spin down) = 0.133 / 0.110 Ha
ΔE to the lowest compared entry with this formula, charge and spin = 34.78 kcal/mol
HOMO-LUMO gap (spin up / spin down) = 5.8 / 5.1 eV
Calculated total energy = -317576.3903 eV

ORCA input file:
```
! wB97M-V def2-TZVPD RIJCOSX def2/J DEFGRID3
* xyz -2 3
Pt 0.276 -1.633 -0.192
C -3.024 1.160 2.399
C -1.987 0.595 3.356
C -2.473 -0.730 3.942
C -1.695 1.591 4.479
O -0.814 0.374 2.551
Si 0.736 -0.029 2.884
S 1.769 -0.338 1.079
O 0.642 -1.333 3.890
C 1.615 -2.085 4.618
C 3.006 -2.002 3.990
C 1.649 -1.539 6.041
C 1.130 -3.527 4.604
O 1.543 1.080 3.801
C 2.205 2.322 3.479
C 2.218 3.122 4.769
C 3.635 2.027 3.033
C 1.460 3.076 2.389
H -3.936 1.444 2.940
H -3.273 0.404 1.646
H -2.613 2.034 1.884
H -3.426 -0.578 4.465
H -1.737 -1.137 4.640
H -2.619 -1.458 3.138
H -2.582 1.711 5.111
H -1.429 2.566 4.063
H -0.864 1.239 5.101
H 3.382 -0.974 4.024
H 2.970 -2.313 2.943
H 3.700 -2.651 4.535
H 1.888 -0.471 6.013
H 2.404 -2.062 6.640
H 0.670 -1.666 6.516
H 1.076 -3.885 3.572
H 0.127 -3.584 5.039
H 1.807 -4.172 5.176
H 2.741 2.564 5.552
H 1.192 3.312 5.100
H 2.723 4.082 4.617
H 4.187 1.527 3.839
H 4.150 2.958 2.775
H 3.627 1.375 2.156
H 0.430 3.273 2.692
H 1.429 2.497 1.458
H 1.951 4.034 2.187
C -3.378 0.447 -2.137
O -2.973 0.977 -3.428
C -1.797 0.655 -3.976
O -1.317 1.363 -4.824
C -1.115 -0.634 -3.579
C -1.661 -1.806 -3.881
As -1.041 -3.604 -3.326
C -0.749 -4.205 -5.191
C 0.812 -3.247 -2.839
C 1.199 -2.075 -2.232
As 0.682 -0.231 -2.857
C 1.565 -0.458 -4.615
C 2.551 -2.059 -1.529
O 3.012 -2.922 -0.839
O 3.239 -0.941 -1.850
C 4.474 -0.731 -1.152
C 1.535 -4.534 -2.856
O 0.971 -5.601 -2.808
O 2.881 -4.567 -3.048
C 3.450 -3.598 -3.935
C -3.028 -1.935 -4.511
O -3.942 -2.482 -3.954
O -3.217 -1.520 -5.783
C -2.151 -0.980 -6.593
H -4.423 0.166 -2.220
H -3.247 1.237 -1.402
H -2.792 -0.419 -1.843
H -1.714 -4.312 -5.692
H -0.260 -5.178 -5.152
H -0.128 -3.498 -5.739
H 1.378 -1.463 -4.995
H 2.635 -0.303 -4.477
H 1.163 0.294 -5.294
H 4.652 0.341 -1.182
H 5.280 -1.269 -1.654
H 4.394 -1.072 -0.125
H 4.486 -3.898 -4.089
H 3.439 -2.584 -3.541
H 2.934 -3.598 -4.896
H -2.208 0.102 -6.614
H -2.297 -1.377 -7.594
H -1.172 -1.270 -6.226
Se -1.714 -2.701 0.014
C 1.573 3.296 -3.772
S 2.324 3.554 -2.141
C 1.180 4.658 -1.422
C -0.089 4.325 -1.040
S -0.919 2.854 -1.200
S -0.921 5.703 -0.295
C 0.304 6.903 -0.382
S 0.142 8.466 0.186
S 1.711 6.299 -1.138
H 2.294 2.735 -4.375
H 1.371 4.259 -4.240
H 0.650 2.726 -3.669
*
```

Record 2
Entry from OMol25: C4H4CdO2 as an isolated structure at a distorted geometry (the ωB97M-V functional and the def2-TZVPD basis).

Computed properties:
LUMO (spin up / spin down) = 0.166 / 0.125 Ha
ΔE to the lowest compared entry with this formula, charge and spin = 0.00 kcal/mol
HOMO-LUMO gap (spin up / spin down) = 6.7 / 5.7 eV
Calculated total energy = -12868.5742 eV

ORCA input file:
```
! wB97M-V def2-TZVPD RIJCOSX def2/J DEFGRID3
* xyz -1 2
O 2.002 -0.295 0.244
C 0.870 -0.952 0.428
H 0.682 -1.318 1.456
C -0.074 -1.153 -0.553
C -1.510 -1.189 -0.156
C -1.793 0.182 0.511
O -1.137 1.196 0.113
Cd 0.858 1.289 -0.403
H 0.181 -0.920 -1.597
H -1.684 -1.924 0.652
H -2.240 -1.370 -0.959
*
```

Record 3
Entry from OMol25: an isolated molecule of C4H10OS at a distorted geometry (the ωB97M-V functional and the def2-TZVPD basis).

Computed properties:
LUMO = 0.029 Ha
ΔE to the lowest compared entry with this formula, charge and spin = 64.86 kcal/mol
SMILES = C[C@@H](O)[C@@H](C)S
HOMO-LUMO gap = 9.9 eV
Calculated total energy = -17190.0128 eV

ORCA input file:
```
! wB97M-V def2-TZVPD RIJCOSX def2/J DEFGRID3
* xyz 0 1
C -1.989 -0.603 -0.657
C -1.177 0.435 0.028
O -0.987 0.264 1.343
C 0.304 0.285 -0.656
C 1.006 1.508 -0.286
S 1.369 -0.961 0.062
H -1.290 -1.561 -1.168
H -2.515 -0.195 -1.672
H -2.882 -0.986 0.194
H -1.531 1.465 0.033
H -0.886 -0.778 1.500
H 0.364 0.112 -1.691
H 0.621 2.453 -0.878
H 0.736 1.728 0.829
H 2.175 1.509 -0.238
H 2.338 -0.236 0.782
*
```

Record 4
Entry from OMol25: C27H30Br2CoIN5O3 as an isolated structure (the ωB97M-V functional and the def2-TZVPD basis).

Computed properties:
LUMO (spin up / spin down) = -0.285 / -0.417 Ha
ΔE to the lowest compared entry with this formula, charge and spin = 6.76 kcal/mol
HOMO-LUMO gap (spin up / spin down) = 8.4 / 4.9 eV
Calculated total energy = -227867.4198 eV

ORCA input file:
```
! wB97M-V def2-TZVPD RIJCOSX def2/J DEFGRID3
* xyz 3 5
Co -1.185 0.615 0.180
Br -0.765 1.456 3.537
C -1.040 2.885 2.321
C -0.948 4.199 2.726
C -1.174 5.176 1.763
C -1.481 4.811 0.459
C -1.553 3.467 0.157
N -1.335 2.520 1.083
C -1.838 2.938 -1.233
O -1.967 3.686 -2.161
O -1.890 1.614 -1.288
H -0.712 4.452 3.750
H -1.107 6.221 2.038
H -1.665 5.537 -0.321
Br -3.691 -3.609 -1.824
C -1.864 -4.125 -1.971
C -1.609 -5.483 -2.107
C -0.301 -5.931 -2.226
C 0.751 -5.031 -2.196
C 0.498 -3.671 -2.082
C -0.809 -3.220 -1.975
I -1.130 -1.158 -2.024
H -2.433 -6.182 -2.134
H -0.112 -6.989 -2.351
H 1.772 -5.382 -2.275
H 1.317 -2.965 -2.090
C 5.054 1.057 -1.876
N 3.661 1.346 -1.498
N 3.068 0.833 -0.431
C 1.644 1.063 -0.576
O 0.859 0.714 0.295
C 1.475 1.760 -1.812
C 2.701 1.916 -2.355
C 3.116 2.551 -3.629
C 3.737 0.462 0.749
C 3.259 -0.637 1.476
C 3.908 -0.991 2.639
C 5.009 -0.256 3.080
C 5.466 0.848 2.359
C 4.838 1.214 1.190
H 5.464 0.318 -1.196
H 5.653 1.965 -1.837
H 5.051 0.668 -2.892
H 0.533 2.081 -2.230
H 2.253 3.008 -4.107
H 3.543 1.817 -4.316
H 3.871 3.320 -3.452
H 2.417 -1.208 1.109
H 3.574 -1.852 3.202
H 5.512 -0.542 3.994
H 6.304 1.427 2.724
H 5.158 2.097 0.650
N -5.188 -2.030 1.323
C -4.018 -2.148 2.268
C -2.761 -1.653 1.574
N -2.898 -0.266 1.079
C -4.057 -0.166 0.159
C -5.349 -0.614 0.814
H -6.047 -2.334 1.787
H -5.042 -2.664 0.530
H -3.919 -3.191 2.563
H -4.264 -1.558 3.151
H -2.540 -2.288 0.713
H -1.925 -1.719 2.268
H -3.061 0.343 1.881
H -3.838 -0.787 -0.712
H -4.162 0.858 -0.195
H -6.175 -0.593 0.107
H -5.612 -0.002 1.676
*
```

Record 5
Entry from OMol25: an isolated molecule of C5H11NO at a distorted geometry (the ωB97M-V functional and the def2-TZVPD basis).

Computed properties:
LUMO = 0.035 Ha
ΔE to the lowest compared entry with this formula, charge and spin = 17.46 kcal/mol
SMILES = CCN(C)C(C)=O
HOMO-LUMO gap = 10.2 eV
Calculated total energy = -8900.9400 eV

ORCA input file:
```
! wB97M-V def2-TZVPD RIJCOSX def2/J DEFGRID3
* xyz 0 1
C 0.188 0.033 -2.529
C -0.596 -0.281 -1.241
N 0.324 -0.224 -0.076
C 1.003 -1.508 0.132
C -0.054 0.427 1.080
C -1.029 1.584 1.010
O 0.297 0.003 2.166
H 1.134 0.503 -2.284
H 0.382 -0.888 -3.078
H -0.403 0.684 -3.174
H -1.024 -1.283 -1.309
H -1.442 0.383 -1.075
H 1.766 -1.362 0.897
H 1.518 -1.732 -0.798
H 0.339 -2.256 0.564
H -1.013 1.972 2.022
H -0.822 2.253 0.179
H -2.021 1.168 0.856
*
```

Record 6
Entry from OMol25: a 2-piece molecular cluster, C4H11N2O overall at a distorted geometry (the ωB97M-V functional and the def2-TZVPD basis).

Computed properties:
LUMO (spin up / spin down) = 0.023 / 0.023 Ha
ΔE to the lowest compared entry with this formula, charge and spin = 15.92 kcal/mol
HOMO-LUMO gap (spin up / spin down) = 5.4 / 10.9 eV
Calculated total energy = -9351.8273 eV

ORCA input file:
```
! wB97M-V def2-TZVPD RIJCOSX def2/J DEFGRID3
* xyz 0 2
C -0.674 -0.993 2.074
C -1.391 0.147 1.337
C 0.026 2.117 0.996
N -0.429 0.992 0.593
H -0.099 -1.630 1.421
H -0.004 -0.572 2.837
H -1.432 -1.642 2.563
H -2.115 -0.203 0.609
H -1.931 0.796 2.061
H 0.780 2.636 0.417
H -0.396 2.553 1.932
H -0.097 0.599 -0.299
C 1.028 -0.636 -2.138
N -0.249 -0.710 -1.584
O 2.059 -0.721 -1.483
H 1.049 -0.450 -3.223
H -1.017 -0.704 -2.264
H -0.411 -1.397 -0.872
*
```